# C2CuLiO2

A structure of composition C2CuLiO2 at a distorted geometry (ωB97M-V with the def2-TZVPD basis set, the Open Molecules 2025 dataset).

For the max |F|, the calculation gives 5.33 eV Å⁻¹. As for the HOMO energy (alpha / beta): -11.4076 / -13.9530 eV. The total energy is -1874.3217 Eh. As for the orbital gap (alpha / beta): 6.578 / 8.115 eV. The value obtained for the LUMO energy (alpha / beta) is -4.83 / -5.84 eV.

The geometry in ORCA input format:
```
! wB97M-V def2-TZVPD RIJCOSX def2/J DEFGRID3
* xyz 1 2
O -0.5480 -1.1077 0.1897
C -1.0501 -0.0642 0.2496
C -0.1053 1.4520 0.3148
O -0.0434 2.5975 0.4847
Cu 1.7994 -0.4580 0.1195
Li -0.0526 -2.4196 -1.3584
*
```

***

# C25H70N9O8Sn

A structure of composition C25H70N9O8Sn at a distorted geometry (ωB97M-V with the def2-TZVPD basis set, the Open Molecules 2025 dataset).

For the max |F|, the calculation gives 5.86 eV Å⁻¹. As for the HOMO energy: -10.9015 eV. The total energy is -2302.9874 Eh. As for the orbital gap: 3.908 eV. The value obtained for the LUMO energy is -6.99 eV.

The geometry in ORCA input format:
```
! wB97M-V def2-TZVPD RIJCOSX def2/J DEFGRID3
* xyz 1 1
Sn -16.8602 18.2673 10.5764
C -19.9219 19.4158 12.1562
C -20.1338 18.0661 12.6188
C -21.5999 17.6920 12.6575
O -19.3802 17.0996 11.9749
H -20.5844 20.1712 12.5786
H -20.0679 19.3141 11.0808
H -18.8592 19.6389 12.2520
H -19.8966 18.1260 13.6810
H -21.7884 16.7393 13.1525
H -22.1650 17.7518 11.7274
H -22.1457 18.3582 13.3256
C -24.1103 16.6203 18.4376
C -22.9083 15.8711 17.9383
C -21.7187 16.8090 17.8960
O -20.5070 16.1343 17.5585
C -20.3129 15.9728 16.1420
N -22.7559 14.7215 18.8260
H -24.1571 16.4672 19.5157
H -25.0665 16.2216 18.0986
H -24.2777 17.6602 18.1573
H -23.1088 15.5032 16.9321
H -21.5922 17.2977 18.8620
H -21.8554 17.6087 17.1680
H -21.3113 15.9706 15.7047
H -19.9208 14.9558 16.1407
H -19.6170 16.6569 15.6564
H -21.8600 14.3016 18.6233
H -22.7503 14.9866 19.8006
C -15.2800 16.3237 15.1755
C -15.7947 17.1475 14.0520
C -15.5505 18.6485 14.4205
O -16.2450 19.4928 13.5395
C -15.9397 20.8203 13.9016
N -15.2080 16.7190 12.8309
H -14.3278 16.6916 15.5578
H -15.2049 15.2830 14.8603
H -16.0594 16.4930 15.9186
H -16.8629 17.0429 13.8618
H -14.4952 18.8714 14.2630
H -15.7629 18.7971 15.4792
H -16.6149 21.4441 13.3160
H -14.9377 21.0710 13.5534
H -15.9433 20.9672 14.9817
H -14.9761 15.7692 13.0846
H -14.2389 16.9969 12.8916
C -23.8280 18.0639 6.8242
C -23.1721 19.1238 7.7645
C -23.9536 19.8286 8.8069
O -23.3510 21.0527 9.3427
C -22.8246 20.9838 10.6846
N -22.0335 18.5020 8.4598
H -24.3173 18.4731 5.9403
H -24.4661 17.3187 7.2993
H -23.0923 17.4401 6.3167
H -22.6825 19.9030 7.1804
H -24.2148 19.1816 9.6444
H -24.9330 19.8919 8.3327
H -23.5426 20.6586 11.4375
H -22.5641 21.9934 11.0023
H -21.9544 20.3275 10.6690
H -21.4294 18.1804 7.7171
H -22.2805 17.7125 9.0392
C -19.2977 23.0087 13.7318
C -20.2016 22.7012 15.0021
C -20.0091 21.2524 15.5815
O -18.6960 20.7403 15.9069
C -18.5532 19.4734 16.4426
N -19.5714 23.6567 15.8635
H -19.3655 24.0593 13.4493
H -19.5988 22.4344 12.8557
H -18.2320 22.8371 13.8833
H -21.2097 23.0586 14.7917
H -20.6050 20.5242 15.0314
H -20.5417 21.3202 16.5301
H -19.3507 19.2941 17.1636
H -17.5529 19.5643 16.8661
H -18.7357 18.6585 15.7421
H -19.7986 23.5420 16.8409
H -18.5783 23.6016 15.6881
C -25.1926 23.4415 16.2504
C -24.3798 22.8764 15.0684
C -24.2612 21.3298 15.1463
O -23.3454 21.1406 16.2361
C -23.1730 19.8020 16.6307
N -25.0300 23.2120 13.8588
H -26.0930 22.8335 16.3388
H -25.5124 24.4759 16.1249
H -24.5518 23.4526 17.1321
H -23.4513 23.4464 15.1026
H -23.7036 20.9588 14.2863
H -25.2406 20.8924 15.3401
H -22.4101 19.3772 15.9784
H -24.1823 19.3960 16.5635
H -22.7593 19.6930 17.6332
H -26.0299 23.3376 13.9262
H -24.7527 24.1049 13.4767
C -20.9828 14.7643 9.6238
O -21.1799 13.9515 8.6731
N -20.2167 15.8567 9.5891
N -21.4345 14.7101 10.8206
H -20.0810 16.3641 10.4517
H -19.7617 16.1596 8.7399
H -22.2305 14.1238 11.0270
H -21.1036 15.4063 11.4733
C -18.2606 13.6847 13.4237
O -17.8587 12.5944 13.7847
N -19.4069 14.2376 13.7023
N -17.6868 14.4177 12.4950
H -19.5728 15.1382 13.2764
H -20.0939 13.7681 14.2748
H -16.7301 14.3327 12.1828
H -18.1995 15.1979 12.1094
*
```

***

# H2NO3S2

The ion H2NO3S2 with charge -1 at a distorted geometry (ωB97M-V with the def2-TZVPD basis set, the Open Molecules 2025 dataset).

The energy above the lowest of the compared OMol25 structures with the same formula, charge and spin is 38.5 kcal per mole. For the max |F|, the calculation gives 4.00 eV Å⁻¹. As for the HOMO energy: -4.5113 eV. The total energy is -1078.0498 Eh. As for the structure (SMILES): NOS(=O)(=O)[S-]. As for the orbital gap: 8.202 eV. The value obtained for the LUMO energy is 3.69 eV.

The geometry in ORCA input format:
```
! wB97M-V def2-TZVPD RIJCOSX def2/J DEFGRID3
* xyz -1 1
N 1.4728 -0.5780 -0.1454
O 0.2097 -1.0844 0.2184
S -0.8551 0.2250 0.0506
O -0.3621 0.9969 -1.1378
O -0.7261 1.0467 1.3101
S -2.6079 -0.5694 -0.2121
H 1.0964 0.1374 -0.7385
H 1.7723 -0.1743 0.6545
*
```

***

# C12H15CoF9N2O12

A structure of composition C12H15CoF9N2O12 at a distorted geometry (ωB97M-V with the def2-TZVPD basis set, the Open Molecules 2025 dataset).

The energy above the lowest of the compared OMol25 structures with the same formula, charge and spin is 13.3 kcal per mole. For the max |F|, the calculation gives 6.22 eV Å⁻¹. As for the HOMO energy (alpha / beta): -1.1974 / -6.5938 eV. The total energy is -3760.0059 Eh. As for the orbital gap (alpha / beta): 3.589 / 8.984 eV. The value obtained for the LUMO energy (alpha / beta) is 2.39 / 2.39 eV.

The geometry in ORCA input format:
```
! wB97M-V def2-TZVPD RIJCOSX def2/J DEFGRID3
* xyz -1 5
Co 1.3319 -0.7396 -0.0501
N 2.6652 -1.1243 2.1754
O 3.1461 -1.6373 3.1368
O 3.1076 -1.2756 1.0488
O 1.4929 -0.8072 2.0931
N 1.3061 -0.7916 -2.7246
O 1.2610 -0.7706 -3.9175
O 0.3134 -0.5471 -2.0887
O 2.2230 -1.0080 -1.9764
C 3.2343 3.9384 2.9410
C 2.3852 2.9574 2.1389
O 2.4070 3.4245 0.8558
C 2.0048 2.5902 -0.2032
O 1.9911 1.3649 -0.0706
C 1.8563 3.3634 -1.4998
F 1.9964 4.6792 -1.3185
F 2.8676 3.0125 -2.2762
F 0.6849 2.9630 -2.0678
H 4.2539 4.0736 2.5801
H 3.2247 3.5415 3.9562
H 2.6903 4.8822 2.9773
H 1.3520 2.8768 2.4767
H 2.8444 1.9949 2.3645
C -2.8996 -2.8920 -1.4380
C -1.7014 -3.5071 -2.0867
O -0.9966 -4.4048 -1.1843
C -0.1208 -3.9030 -0.2629
O 0.1018 -2.6920 -0.1169
C 0.5501 -5.0176 0.5563
F -0.2674 -6.0308 0.5628
F 1.7446 -5.3065 0.0847
F 0.7192 -4.5319 1.7110
H -3.5294 -3.6771 -1.0196
H -3.4932 -2.4312 -2.2275
H -2.6621 -2.1209 -0.7051
H -0.9920 -2.7634 -2.4498
H -2.0092 -4.0663 -2.9703
C -3.7891 1.7377 -1.8624
C -2.5616 1.1152 -1.2028
O -2.5371 1.3698 0.1543
C -1.5639 0.8090 0.9813
O -0.6349 0.1897 0.5235
C -1.8130 1.0010 2.4713
F -3.0109 0.5552 2.7564
F -0.8556 0.3220 3.1804
F -1.6546 2.2666 2.9020
H -3.8594 1.6355 -2.9453
H -3.9178 2.7471 -1.4717
H -4.6509 1.1671 -1.5163
H -1.5622 1.4079 -1.5244
H -2.6730 0.0597 -1.4509
*
```

***

# C36H38N13S3W

A structure of composition C36H38N13S3W (ωB97M-V with the def2-TZVPD basis set, the Open Molecules 2025 dataset).

The energy above the lowest of the compared OMol25 structures with the same formula, charge and spin is 17.0 kcal per mole. For the max |F|, the calculation gives 0.51 eV Å⁻¹. As for the HOMO energy (alpha / beta): -9.3618 / -9.8402 eV. The total energy is -3367.9751 Eh. As for the orbital gap (alpha / beta): 6.979 / 6.865 eV. The value obtained for the LUMO energy (alpha / beta) is -2.38 / -2.98 eV.

The geometry in ORCA input format:
```
! wB97M-V def2-TZVPD RIJCOSX def2/J DEFGRID3
* xyz 1 3
W 0.3455 0.3101 -0.5162
C 3.2376 -3.4946 -6.0713
C 2.6806 -2.9864 -4.7700
C 2.4105 -3.8302 -3.7015
C 1.8978 -3.3367 -2.5208
C 1.5999 -1.9789 -2.3301
N 1.0706 -1.5349 -1.1176
C 0.6560 -2.5308 -0.1993
C -0.3607 -3.4574 -0.4501
C -0.6854 -4.4173 0.4865
C -0.0143 -4.5010 1.7121
C -0.3482 -5.5855 2.6991
C 0.9699 -3.5650 1.9784
C 1.2870 -2.5964 1.0310
N 2.2957 -1.6365 1.3047
C 3.4959 -1.8528 1.8752
C 4.1717 -0.6574 1.8941
C 3.2965 0.2532 1.2937
N 2.1562 -0.3391 0.9410
C 1.9278 -1.1238 -3.3923
C 2.4497 -1.6366 -4.5761
N 1.8052 0.3042 -3.3054
C 2.0588 1.1807 -4.2923
C 2.0498 2.4525 -3.7699
C 1.7673 2.2723 -2.4273
N 1.6107 0.9754 -2.1398
H 3.2880 -4.5819 -6.0742
H 4.2447 -3.1129 -6.2457
H 2.6172 -3.1859 -6.9133
H 2.6084 -4.8911 -3.7880
H 1.7187 -4.0280 -1.7115
H -0.8794 -3.4129 -1.3976
H -1.4732 -5.1270 0.2653
H 0.0408 -6.5472 2.3608
H -1.4266 -5.6992 2.8128
H 0.0845 -5.3843 3.6789
H 1.5017 -3.5842 2.9225
H 3.7848 -2.8406 2.1906
H 5.1639 -0.4704 2.2622
H 3.4533 1.2948 1.0776
H 2.7090 -0.9695 -5.3841
H 2.2395 0.8642 -5.3008
H 2.2133 3.3752 -4.2952
H 1.6432 3.0143 -1.6605
S -1.2526 -0.6675 -2.1268
C -2.7159 0.2813 -2.1767
C -3.8895 -0.2453 -2.7061
C -5.0487 0.5158 -2.7379
C -6.2552 -0.0609 -3.2662
N -7.2155 -0.5403 -3.6736
C -5.0360 1.8260 -2.2385
C -3.8620 2.3523 -1.7196
C -2.7056 1.5839 -1.6861
S -1.2135 2.2277 -1.0498
C -6.2259 2.6330 -2.2377
N -7.1697 3.2861 -2.2076
H -3.9039 -1.2565 -3.0899
H -3.8561 3.3645 -1.3384
C -0.4504 6.4558 0.8752
C -0.9866 5.8210 2.1538
C -2.2773 5.0479 1.8958
C 0.0718 4.9620 2.8475
N 0.5630 3.8663 2.0011
C -0.0052 2.7170 1.6719
N 0.8059 2.0857 0.8423
N 1.8702 2.9028 0.6569
N 1.7286 3.9681 1.3384
H -1.2208 7.0686 0.4090
H -0.1603 5.6944 0.1472
H 0.4158 7.0890 1.0693
H -1.1977 6.6147 2.8770
H -2.1451 4.3001 1.1099
H -3.0600 5.7280 1.5614
H -2.6401 4.5489 2.7976
H -0.3217 4.5153 3.7604
H 0.9558 5.5464 3.0960
H -0.9536 2.3505 2.0241
C -1.7392 -2.2066 4.7155
N -1.7272 -1.6843 3.3548
C -0.8984 -0.8335 2.7616
S -1.4333 -0.1956 1.2428
N 0.2569 -0.4242 3.2816
C 0.9913 -0.8879 4.4519
H -2.7682 -2.4579 4.9599
H -1.4047 -1.4566 5.4256
H -1.1292 -3.1051 4.8088
H -2.4783 -1.9807 2.7496
H 0.7207 0.2662 2.7108
H 0.8362 -1.9499 4.6120
H 0.7166 -0.3381 5.3519
H 2.0506 -0.7292 4.2576
*
```

***

# H19O10

A cluster of 10 separate species, H19O10 in total at a distorted geometry (ωB97M-V with the def2-TZVPD basis set, the Open Molecules 2025 dataset).

The energy above the lowest of the compared OMol25 structures with the same formula, charge and spin is 2.5 kcal per mole. For the max |F|, the calculation gives 2.04 eV Å⁻¹. As for the HOMO energy: -7.4251 eV. The total energy is -763.8864 Eh. As for the orbital gap: 10.454 eV. The value obtained for the LUMO energy is 3.03 eV.

The geometry in ORCA input format:
```
! wB97M-V def2-TZVPD RIJCOSX def2/J DEFGRID3
* xyz -1 1
O 2.0481 2.4392 -0.4251
H 1.6773 1.5371 -0.3004
H 1.4911 2.7557 -1.1450
O -1.9771 -3.0352 -2.7684
H -2.1880 -3.3034 -1.8642
H -1.3691 -2.3268 -2.5436
O -0.7713 2.7741 0.2177
H -0.5449 2.2057 -0.5433
H -0.1778 2.4266 0.9114
O 1.3490 -0.0939 -0.9123
H 1.2499 -1.5322 -0.5212
H 2.2104 0.0957 -1.3041
O 1.4978 -2.5152 -0.2066
H 0.9266 0.0120 0.4935
H 2.3883 -2.7807 -0.4640
O -1.1611 -2.4117 -0.3261
H -0.3219 -2.8836 -0.5103
H -0.8417 -1.6626 0.2075
O -0.6924 0.7875 -2.1693
H 0.1746 0.5374 -1.6993
H -1.2561 0.0385 -1.9746
O 0.5762 -0.2298 1.4472
H 0.9422 -1.1208 1.5555
H 0.8981 0.6823 2.9937
O 1.3575 1.2859 3.6206
H 0.8946 2.1246 3.4989
O -2.3805 0.9688 1.6312
H -1.6922 0.3552 1.9315
H -2.0237 1.4357 0.8565
*
```

***

# C20H21N7S3Zr

A structure of composition C20H21N7S3Zr at a distorted geometry (ωB97M-V with the def2-TZVPD basis set, the Open Molecules 2025 dataset).

The energy above the lowest of the compared OMol25 structures with the same formula, charge and spin is 1.4 kcal per mole. For the max |F|, the calculation gives 1.03 eV Å⁻¹. As for the HOMO energy: -14.1301 eV. The total energy is -2399.3123 Eh. As for the orbital gap: 6.900 eV. The value obtained for the LUMO energy is -7.23 eV.

The geometry in ORCA input format:
```
! wB97M-V def2-TZVPD RIJCOSX def2/J DEFGRID3
* xyz 2 1
Zr -1.1031 0.0834 -0.5053
C 3.2881 -0.3639 0.6113
C 1.8087 -0.2101 0.5346
N 1.1593 0.0163 -0.5671
N 1.9107 0.1260 -1.7077
C 1.2002 0.3136 -2.7943
N 1.8573 0.4582 -3.9434
S -0.5581 0.4293 -2.9183
C 0.9927 -0.2987 1.7699
C 1.5578 -0.5213 3.0111
C 0.7291 -0.5767 4.1274
C -0.6345 -0.4149 3.9687
C -1.1366 -0.2076 2.6963
N -0.3434 -0.1538 1.6180
H 3.7194 -0.4546 -0.3782
H 3.5578 -1.2303 1.2156
H 3.7189 0.5162 1.0980
H 2.8648 0.4231 -3.9397
H 1.3761 0.6143 -4.8117
H 2.6257 -0.6328 3.1185
H 1.1526 -0.7439 5.1087
H -1.3130 -0.4464 4.8089
H -2.1967 -0.0738 2.5232
S -3.4767 0.8776 -0.0722
C -2.4975 2.3452 -0.1188
N -1.1789 2.2438 -0.1693
C -0.5540 3.4838 -0.2797
C 0.8129 3.7181 -0.3881
C 1.2336 5.0291 -0.4855
C 0.3185 6.0890 -0.4766
C -1.0398 5.8626 -0.3782
C -1.4651 4.5408 -0.2839
S -3.0953 3.9357 -0.1868
H 1.5249 2.9027 -0.4046
H 2.2894 5.2451 -0.5734
H 0.6809 7.1045 -0.5548
H -1.7434 6.6834 -0.3823
C 0.5656 -5.4376 -0.0513
C -0.3739 -4.3228 -0.3462
C -1.6893 -4.3239 -0.7776
C -2.0519 -2.9896 -0.9299
N -1.0167 -2.1922 -0.5999
N -0.0156 -3.0341 -0.2301
C -3.3586 -2.4428 -1.3942
H 0.0892 -6.3895 -0.2689
H 0.8574 -5.4343 0.9992
H 1.4654 -5.3596 -0.6623
H -2.3031 -5.1857 -0.9751
H 0.9087 -2.6679 -0.0714
H -3.8610 -3.1759 -2.0219
H -3.2375 -1.5419 -2.0024
H -4.0222 -2.2151 -0.5584
*
```

***

# C11H26AuN4O7

A structure of composition C11H26AuN4O7 at a distorted geometry (ωB97M-V with the def2-TZVPD basis set, the Open Molecules 2025 dataset).

For the max |F|, the calculation gives 3.84 eV Å⁻¹. As for the HOMO energy (alpha / beta): -11.7474 / -11.8190 eV. The total energy is -1315.4937 Eh. As for the orbital gap (alpha / beta): 6.451 / 6.203 eV. The value obtained for the LUMO energy (alpha / beta) is -5.30 / -5.62 eV.

The geometry in ORCA input format:
```
! wB97M-V def2-TZVPD RIJCOSX def2/J DEFGRID3
* xyz 1 3
O -0.4037 -2.4727 -2.8372
H -0.5994 -3.3107 -3.2928
Au -0.2882 -0.3054 -0.1278
N -0.8046 0.5377 -1.9680
N 1.5803 0.2138 -0.9550
N -1.9202 -0.3757 1.1704
N 0.6220 -0.2693 1.7362
O -1.9103 1.0645 -2.2164
O -3.1609 -0.3313 0.8174
O 1.9155 -0.1018 1.9892
O 2.7079 0.3260 -0.3487
C 1.5225 0.4223 -2.2848
C 0.2303 0.5069 -2.8533
C -1.5886 -0.4801 2.4751
C -0.2068 -0.3826 2.7834
C -0.0773 0.5695 -4.2987
H -0.4042 -0.4182 -4.6581
H 0.8066 0.8595 -4.8721
H -0.8826 1.2925 -4.4727
C 2.8237 0.5776 -2.9873
H 3.4505 -0.3205 -2.8654
H 3.3837 1.4346 -2.5820
H 2.6705 0.7431 -4.0593
C -2.6732 -0.5961 3.4822
C 0.3217 -0.3554 4.1770
H -3.5853 -0.9891 3.0132
H -2.9058 0.3880 3.9168
H -2.3752 -1.2573 4.3043
H 1.3627 -0.0185 4.2034
H 0.2691 -1.3580 4.6273
H -0.2869 0.3161 4.7990
H -2.8027 -1.0401 -0.5993
H 2.3311 0.0513 1.0195
C 0.4660 -2.4574 -0.6357
H 0.7684 -2.6108 -1.6610
H -0.4090 -3.0526 -0.3687
H 1.2834 -2.5720 0.0806
O -2.3398 -1.7179 -1.1856
H -1.1745 -2.2233 -2.2607
H -2.9317 -2.4909 -1.2128
C 1.5486 3.6633 1.2771
C 0.0587 3.4167 1.2476
O -0.2358 2.7115 0.0426
H 2.1067 2.7227 1.2783
H 1.8259 4.2239 2.1747
H 1.8600 4.2442 0.4027
H -0.2385 2.8112 2.1175
H -0.4870 4.3707 1.2701
H -1.1993 2.7227 -0.1135
*
```